No. 1
Computed, not measured: an isolated molecule of C5H5N, with ωB97M-V/def2-TZVPD.

Computed properties:
HOMO level	-9.0	eV
SMILES	C1=CN2C=CC12
E_LUMO	0.0283	Eh
orbital gap	9.7	eV
DFT total energy	-248.117714	hartree

Structure (ORCA input):
```
! wB97M-V def2-TZVPD RIJCOSX def2/J DEFGRID3
* xyz 0 1
N 1.15842 0.05688 -0.09591
C 0.50300 1.13033 -0.77664
C -0.27282 0.12101 0.93794
C -0.36218 -1.28093 0.44127
C -0.51665 1.30503 0.07002
C 0.64847 -1.24017 -0.43066
H -1.31667 2.03033 0.12317
H -0.41310 0.25539 1.99926
H 0.73524 1.51118 -1.75745
H -1.06681 -2.05580 0.70960
H 0.95298 -1.86984 -1.25312
*
```

Atom charges from the natural (NBO) analysis, given in e for atoms 1 to 8:
1. N -0.36
2. C -0.03
3. C -0.06
4. C -0.28
5. C -0.28
6. C -0.03
7. H 0.21
8. H 0.21



No. 2
Computed, not measured: an isolated molecule of C5H5N, with ωB97M-V/def2-TZVPD.

Computed properties:
HOMO level	-10.6	eV
SMILES	C#CCCC#N
E_LUMO	0.0275	Eh
orbital gap	11.4	eV
DFT total energy	-248.201180	hartree

Structure (ORCA input):
```
! wB97M-V def2-TZVPD RIJCOSX def2/J DEFGRID3
* xyz 0 1
N -3.33594 -0.02859 -0.21065
C 0.10100 0.44567 -0.58291
C -2.22383 -0.20034 0.05470
C -0.80138 -0.41708 0.31705
C 2.54667 0.08915 0.39556
C 1.46780 0.28305 -0.09832
H -0.56080 -0.19722 1.36265
H 0.02823 0.13793 -1.63212
H -0.57382 -1.47440 0.15254
H -0.19594 1.49964 -0.53663
H 3.54244 -0.00667 0.76176
*
```

Atom charges from the natural (NBO) analysis, given in e for atoms 1 to 8:
1. N -0.32
2. C -0.46
3. C 0.28
4. C -0.50
5. C -0.22
6. C -0.02
7. H 0.26
8. H 0.24



No. 3
Computed, not measured: an isolated molecule of C5H5N, with ωB97M-V/def2-TZVPD.

Computed properties:
HOMO level (alpha / beta)	-7.8 / -8.3	eV
SMILES	C1=CCC=CN=1
E_LUMO (alpha / beta)	-0.0044 / -0.0242	Eh
orbital gap (alpha / beta)	7.6 / 7.6	eV
DFT total energy	-248.107607	hartree

Structure (ORCA input):
```
! wB97M-V def2-TZVPD RIJCOSX def2/J DEFGRID3
* xyz 0 1
N 0.28025 -1.76444 -0.01504
C -1.33815 -0.10072 -0.47484
C 1.29648 -0.78145 -0.14722
C -0.45247 0.87548 0.19539
C 0.99163 0.50925 0.06934
C -0.90322 -1.40767 -0.32178
H -0.90693 0.40962 1.10107
H -0.70205 1.94252 0.17817
H 2.31510 -1.14355 -0.17284
H -2.34478 0.20747 -0.69333
H 1.76414 1.25347 0.28107
*
```

Atom charges from the natural (NBO) analysis, given in e for atoms 1 to 8:
1. N -0.43
2. C -0.24
3. C -0.03
4. C -0.51
5. C -0.20
6. C 0.25
7. H 0.28
8. H 0.24



No. 4
Computed, not measured: an isolated molecule of C5H5N, with ωB97M-V/def2-TZVPD.

Computed properties:
HOMO level (alpha / beta)	-7.2 / -7.2	eV
SMILES	C1=CCC=CN=1
E_LUMO (alpha / beta)	-0.0220 / -0.0220	Eh
orbital gap (alpha / beta)	6.6 / 6.6	eV
DFT total energy	-248.076058	hartree

Structure (ORCA input):
```
! wB97M-V def2-TZVPD RIJCOSX def2/J DEFGRID3
* xyz 0 1
N 0.31617 -1.76676 -0.07128
C -1.31198 -0.07947 -0.37722
C -0.39287 0.92641 0.09278
C -0.98031 -1.49133 -0.30062
C 1.26845 -0.78596 -0.10300
C 0.98803 0.53778 0.09759
H 2.30072 -1.12744 -0.16068
H 1.76544 1.26707 0.30019
H -0.98145 0.34074 0.97484
H -0.69704 1.96629 0.19332
H -2.33068 0.22074 -0.61611
*
```

Atom charges from the natural (NBO) analysis, given in e for atoms 1 to 8:
1. N -0.43
2. C -0.16
3. C -0.43
4. C -0.06
5. C 0.03
6. C -0.24
7. H 0.20
8. H 0.23



No. 5
Computed, not measured: an isolated ion of composition C5H5N2 and charge +1, with ωB97M-V/def2-TZVPD.

Computed properties:
HOMO level (alpha / beta)	-15.0 / -15.0	eV
E_LUMO (alpha / beta)	-0.2950 / -0.2936	Eh
orbital gap (alpha / beta)	6.9 / 7.0	eV
DFT total energy	-302.419890	hartree

Structure (ORCA input):
```
! wB97M-V def2-TZVPD RIJCOSX def2/J DEFGRID3
* xyz 1 1
N 2.50400 0.23927 0.54322
N 1.35478 -0.16389 0.32799
C -1.18213 -0.70298 0.28613
C 0.21378 -0.48582 0.44862
C -1.84237 0.52998 -0.33472
C 3.60777 -0.04899 -0.04082
C 4.44245 0.26603 -0.91147
H -1.26198 1.20423 -1.11728
H -1.55854 -0.56323 1.30064
H -1.39108 -1.68701 -0.30871
H -2.69192 0.10276 -0.69143
H -2.19476 1.30964 0.49783
*
```

Atom charges from the natural (NBO) analysis, given in e for atoms 1 to 8:
1. N -0.06
2. N -0.09
3. C -0.57
4. C 0.67
5. C -0.58
6. C -0.05
7. C 0.29
8. H 0.25



No. 6
Computed, not measured: an isolated ion of composition C5H5N2O2 and charge +1, with ωB97M-V/def2-TZVPD.

Computed properties:
HOMO level (alpha / beta)	-14.2 / -13.0	eV
E_LUMO (alpha / beta)	-0.2225 / -0.2553	Eh
orbital gap (alpha / beta)	8.1 / 6.0	eV
DFT total energy	-452.942017	hartree

Structure (ORCA input):
```
! wB97M-V def2-TZVPD RIJCOSX def2/J DEFGRID3
* xyz 1 1
O 1.04744 0.34954 0.44207
O 4.41286 -0.34490 -0.24371
N -2.10048 -1.83183 0.07575
N -2.80352 -0.86254 -0.12051
C 2.05927 0.26268 -0.43725
C 3.34548 -0.10836 0.24322
C -0.16793 0.45691 0.26701
C -1.36602 0.91089 0.01393
C -2.66025 0.34057 -0.33607
H -1.49724 1.94521 0.11751
H 3.08463 -0.11173 1.36302
H 2.15916 0.34969 -1.56590
H -2.16379 -2.29014 0.98092
H -3.34960 0.93400 -0.79999
*
```

Atom charges from the natural (NBO) analysis, given in e for atoms 1 to 8:
1. O -0.35
2. O -0.40
3. N -0.27
4. N 0.03
5. C 0.13
6. C 0.32
7. C 0.60
8. C -0.38



No. 7
Computed, not measured: a 2-piece molecular cluster, C5H5N2P overall, with ωB97M-V/def2-TZVPD.

Computed properties:
HOMO level	-7.9	eV
E_LUMO	-0.0598	Eh
orbital gap	6.3	eV
DFT total energy	-644.212259	hartree

Structure (ORCA input):
```
! wB97M-V def2-TZVPD RIJCOSX def2/J DEFGRID3
* xyz 0 1
P 1.33671 -2.42782 0.85647
N -0.24958 0.16787 -0.30680
N -0.34124 2.22525 -1.00616
C -0.36480 -1.83365 0.45090
C 0.02840 -1.76211 1.76890
C 1.05972 0.57507 -0.64995
C 0.92168 1.87114 -0.99446
C -1.03437 1.18782 -0.59939
H -2.05389 1.07069 -0.49107
H -0.14999 -1.30574 2.77386
H -1.16824 -2.19089 -0.07261
H 1.98932 0.02626 -0.50915
H 1.65970 2.49500 -1.26732
*
```

Atom charges from the natural (NBO) analysis, given in e for atoms 1 to 8:
1. P 0.74
2. N -0.45
3. N -0.49
4. C -0.21
5. C -0.47
6. C -0.19
7. C -0.09
8. C 0.13



No. 8
Computed, not measured: an isolated molecule of C5H5N3, with ωB97M-V/def2-TZVPD.

Computed properties:
HOMO level	-9.2	eV
SMILES	C1=NCc2n[nH]cc21
E_LUMO	0.0316	Eh
orbital gap	10.1	eV
DFT total energy	-357.735078	hartree

Structure (ORCA input):
```
! wB97M-V def2-TZVPD RIJCOSX def2/J DEFGRID3
* xyz 0 1
N -2.15477 0.05534 -0.00466
N 1.34022 -1.25862 -0.07804
N 2.07231 -0.08484 0.08493
C 0.08536 -0.73824 -0.06154
C -1.37455 1.07816 -0.00104
C 1.32691 1.04085 -0.09293
C -1.33841 -1.23552 -0.01291
C 0.01794 0.66346 -0.08412
H -1.72431 -1.85955 -0.81407
H -1.60444 2.21683 0.02618
H 1.70228 2.01967 0.03159
H -1.45964 -1.66374 0.97891
H 3.11108 -0.23379 0.02769
*
```

Atom charges from the natural (NBO) analysis, given in e for atoms 1 to 8:
1. N -0.38
2. N -0.26
3. N -0.35
4. C 0.14
5. C 0.09
6. C -0.01
7. C -0.29
8. C -0.25



No. 9
Computed, not measured: an isolated molecule of C5H5N3, with ωB97M-V/def2-TZVPD.

Computed properties:
HOMO level	-9.2	eV
SMILES	C#C/C(C#N)=N/NC
E_LUMO	0.0136	Eh
orbital gap	9.6	eV
DFT total energy	-357.626647	hartree

Structure (ORCA input):
```
! wB97M-V def2-TZVPD RIJCOSX def2/J DEFGRID3
* xyz 0 1
N 2.06932 -1.47479 -0.01047
N -0.78200 0.85424 0.14768
N -0.31086 1.72363 0.98505
C -1.50352 -1.40909 -2.30058
C -0.96512 -0.77164 -1.43887
C 1.08750 -0.83935 -0.02642
C 0.60535 1.28995 1.93731
C -0.26302 -0.21265 -0.25446
H -1.14894 2.31325 1.28565
H 0.35929 0.13739 1.97636
H -1.97061 -1.85812 -3.13089
H 1.65138 1.49768 1.53516
H 0.50660 1.84492 2.97598
*
```

Atom charges from the natural (NBO) analysis, given in e for atoms 1 to 8:
1. N -0.29
2. N -0.14
3. N -0.37
4. C -0.19
5. C -0.03
6. C 0.22
7. C -0.45
8. C -0.03



No. 10
Computed, not measured: an isolated molecule of C5H5N3, with ωB97M-V/def2-TZVPD.

Computed properties:
HOMO level	-8.6	eV
SMILES	C=C1C=NN[C@@H]1C#N
E_LUMO	-0.0139	Eh
orbital gap	8.2	eV
DFT total energy	-357.529218	hartree

Structure (ORCA input):
```
! wB97M-V def2-TZVPD RIJCOSX def2/J DEFGRID3
* xyz 0 1
N -0.05850 -1.45417 0.50768
N 0.82655 -1.79115 -0.38936
N -3.40880 -0.03824 -0.55502
C 0.91572 1.80796 -0.01222
C -2.12380 0.04549 -0.38480
C 0.47387 0.51132 -0.23311
C -0.78717 -0.13668 0.34004
C 1.24645 -0.58747 -0.78113
H 2.38441 -0.95093 -1.19455
H 0.37705 2.51313 0.76389
H 1.91976 2.54817 -0.25346
H -1.05110 0.01034 1.31623
H -0.71443 -2.47777 0.87581
*
```

Atom charges from the natural (NBO) analysis, given in e for atoms 1 to 8:
1. N -0.41
2. N -0.18
3. N -0.28
4. C -0.33
5. C 0.24
6. C -0.12
7. C -0.18
8. C -0.08